{
  "formula": "C2H10B2N2",
  "method": "the ωB97M-V functional and the def2-TZVPD basis",
  "e_above_lowest_ev": 0.000,
  "orbital_gap_ha": 0.393,
  "largest_force_ha_per_bohr": 0.0745,
  "energy_ha": -241.44496,
  "smiles": "BNCCNB",
  "homo_energy_ha": -0.368,
  "species": ["B", "N", "C", "C", "N", "B", "H", "H", "H", "H", "H", "H", "H", "H", "H", "H"],
  "positions_angstrom": [[-0.684, -2.183, -1.729], [-0.123, -0.926, -1.668], [-0.413, 0.129, -0.733], [0.424, 0.001, 0.557], [0.012, 0.963, 1.550], [0.727, 2.046, 2.012], [-0.298, -2.937, -2.537], [-1.545, -2.459, -0.986], [0.706, -0.700, -2.372], [-0.235, 1.107, -1.187], [-1.472, 0.063, -0.464], [0.302, -1.020, 0.938], [1.481, 0.159, 0.333], [-0.928, 0.782, 1.872], [0.236, 2.752, 2.805], [1.813, 2.222, 1.609]]
}

***

{
  "formula": "C3H4O4Zn",
  "method": "the ωB97M-V functional and the def2-TZVPD basis",
  "e_above_lowest_ev": 4.358,
  "orbital_gap_ha": 0.241,
  "largest_force_ha_per_bohr": 0.0808,
  "energy_ha": -2196.80337,
  "homo_energy_ha": -0.300,
  "species": ["C", "C", "O", "C", "O", "O", "O", "Zn", "H", "H", "H", "H"],
  "positions_angstrom": [[1.933, -0.934, 1.440], [0.548, -0.954, 1.535], [-0.047, -2.149, 1.047], [-1.096, -2.041, 0.245], [-1.989, -1.177, 0.514], [-0.985, -2.319, -0.989], [2.607, -0.563, 2.599], [-1.743, -0.567, -1.239], [2.399, -1.783, 0.923], [-0.152, 0.156, -0.148], [2.658, 0.393, 2.652], [0.059, -0.647, 2.467]]
}

***

{
  "formula": "C10H22N2O13P2",
  "method": "the ωB97M-V functional and the def2-TZVPD basis",
  "e_above_lowest_ev": 0.056,
  "orbital_gap_ha": 0.320,
  "largest_force_ha_per_bohr": 0.0756,
  "energy_ha": -2164.82451,
  "smiles": "O=C(COP(=O)(O)O)[C@@H](O)[C@H](O)COP(=O)(O)O.CNC(=O)CNC(C)=O",
  "homo_energy_ha": -0.326,
  "species": ["O", "C", "C", "O", "P", "O", "O", "O", "C", "O", "C", "O", "C", "O", "P", "O", "O", "O", "H", "H", "H", "H", "H", "H", "H", "H", "H", "H", "H", "H", "C", "N", "C", "O", "C", "N", "C", "C", "O", "H", "H", "H", "H", "H", "H", "H", "H", "H", "H"],
  "positions_angstrom": [[3.451, 0.000, -2.908], [2.399, 0.594, -2.686], [1.095, -0.182, -2.418], [1.248, -1.601, -2.638], [0.044, -2.507, -2.058], [-0.004, -2.491, -0.586], [0.283, -3.989, -2.512], [-1.363, -1.993, -2.536], [2.426, 2.132, -2.785], [1.631, 2.635, -3.887], [1.931, 2.774, -1.479], [0.496, 2.730, -1.474], [2.417, 4.232, -1.378], [2.251, 4.697, -0.033], [1.070, 5.790, 0.172], [1.465, 7.134, -0.274], [0.691, 5.961, 1.676], [-0.203, 5.296, -0.621], [0.793, 0.015, -1.384], [0.313, 0.211, -3.075], [1.138, -4.157, -2.100], [-1.936, -2.598, -2.052], [3.474, 2.417, -2.939], [2.001, 2.359, -4.750], [2.335, 2.224, -0.620], [0.185, 3.019, -2.360], [3.485, 4.282, -1.614], [1.901, 4.858, -2.118], [0.367, 6.870, 1.622], [-0.238, 4.366, -0.353], [-3.086, -6.042, 3.628], [-2.034, -5.080, 3.297], [-2.146, -3.754, 3.463], [-3.164, -3.241, 3.913], [-0.904, -2.919, 3.119], [-1.101, -1.939, 2.047], [-1.499, -0.681, 2.233], [-1.656, 0.163, 0.988], [-1.706, -0.187, 3.332], [-3.062, -6.257, 4.698], [-2.943, -6.969, 3.072], [-4.065, -5.626, 3.381], [-1.163, -5.438, 2.940], [-0.595, -2.402, 4.029], [-0.092, -3.586, 2.831], [-0.852, -2.213, 1.102], [-0.714, 0.173, 0.445], [-2.443, -0.259, 0.368], [-1.922, 1.177, 1.282]]
}

***

{
  "formula": "C22H26BrN9O5Ti",
  "method": "the ωB97M-V functional and the def2-TZVPD basis",
  "e_above_lowest_ev": 0.666,
  "orbital_gap_ha": [0.190, 0.190],
  "largest_force_ha_per_bohr": 0.0049,
  "energy_ha": -5146.69957,
  "homo_energy_ha": [-0.024, -0.024],
  "total_charge": -2,
  "species": ["Ti", "O", "C", "C", "C", "C", "C", "C", "C", "O", "N", "N", "C", "C", "C", "C", "C", "C", "N", "H", "H", "H", "H", "H", "H", "H", "H", "H", "H", "N", "C", "C", "O", "N", "C", "C", "O", "O", "H", "H", "H", "H", "H", "H", "Br", "C", "C", "C", "C", "N", "C", "N", "N", "N", "H", "H", "H", "H", "H", "H", "H", "H", "H", "H"],
  "positions_angstrom": [[0.235, -0.239, 1.544], [-0.724, 5.091, 1.167], [-1.268, 4.637, 0.029], [-1.784, 5.563, -0.879], [-2.383, 5.141, -2.054], [-2.484, 3.786, -2.347], [-1.960, 2.866, -1.452], [-1.337, 3.264, -0.275], [-0.772, 2.246, 0.632], [-0.693, 1.010, 0.249], [-0.381, 2.611, 1.817], [0.072, 1.497, 2.489], [0.492, 1.669, 3.774], [0.928, 0.508, 4.338], [1.415, 0.323, 5.673], [1.738, -0.913, 6.114], [1.598, -2.035, 5.232], [1.182, -1.816, 3.957], [0.860, -0.587, 3.462], [-0.465, 4.279, 1.701], [-1.707, 6.615, -0.632], [-2.781, 5.877, -2.744], [-2.967, 3.452, -3.257], [-2.031, 1.802, -1.638], [0.501, 2.644, 4.242], [1.500, 1.193, 6.314], [2.099, -1.058, 7.126], [1.844, -3.038, 5.551], [1.108, -2.630, 3.249], [3.349, -2.230, 1.641], [2.869, -2.559, 0.296], [1.427, -3.048, 0.293], [1.213, -4.202, -0.106], [0.447, -2.215, 0.730], [-0.831, -2.930, 0.742], [-1.955, -2.084, 1.298], [-3.119, -2.454, 1.211], [-1.568, -0.986, 1.870], [4.207, -2.720, 1.849], [3.509, -1.233, 1.727], [2.953, -1.698, -0.368], [3.453, -3.372, -0.135], [-1.114, -3.290, -0.248], [-0.765, -3.835, 1.358], [2.463, 0.793, 0.470], [-2.029, -1.377, -4.587], [-1.622, -0.548, -3.372], [-1.406, -1.418, -2.143], [-0.405, 0.333, -3.658], [0.845, -0.403, -3.779], [1.818, -0.567, -2.876], [2.766, -1.296, -3.418], [2.338, -1.598, -4.662], [1.191, -1.063, -4.892], [-2.927, -1.956, -4.363], [-1.236, -2.073, -4.863], [-2.234, -0.744, -5.455], [-2.430, 0.160, -3.151], [-0.626, -2.165, -2.319], [-2.322, -1.950, -1.880], [-1.111, -0.821, -1.279], [-0.261, 1.048, -2.848], [-0.539, 0.884, -4.591], [1.820, -0.144, -1.878]]
}

***

{
  "formula": "C2H4NO2",
  "method": "the ωB97M-V functional and the def2-TZVPD basis",
  "e_above_lowest_ev": 1.958,
  "orbital_gap_ha": 0.266,
  "largest_force_ha_per_bohr": 0.0470,
  "energy_ha": -283.83905,
  "homo_energy_ha": -0.122,
  "total_charge": -1,
  "species": ["O", "C", "N", "C", "O", "H", "H", "H", "H"],
  "positions_angstrom": [[0.540, 0.435, -1.326], [1.422, 0.013, -0.519], [2.655, 0.404, -0.326], [-2.145, -0.290, 0.794], [-2.668, 0.622, 1.352], [1.161, -0.998, -0.114], [2.713, 1.306, -0.794], [-2.517, -1.320, 0.630], [-1.162, -0.173, 0.303]]
}

***

{
  "formula": "C25H60ClF2IN9O11P4",
  "method": "the ωB97M-V functional and the def2-TZVPD basis",
  "orbital_gap_ha": 0.147,
  "largest_force_ha_per_bohr": 0.1635,
  "energy_ha": -4631.95722,
  "homo_energy_ha": -0.151,
  "total_charge": -1,
  "species": ["C", "C", "O", "C", "C", "O", "C", "O", "P", "C", "N", "C", "C", "O", "I", "O", "C", "C", "P", "O", "Cl", "O", "C", "N", "N", "C", "O", "F", "C", "O", "F", "H", "H", "H", "H", "H", "H", "H", "H", "H", "H", "H", "H", "H", "H", "H", "H", "H", "H", "H", "H", "H", "H", "H", "H", "O", "P", "N", "C", "C", "N", "C", "C", "N", "C", "C", "H", "H", "H", "H", "H", "H", "H", "H", "H", "H", "H", "H", "H", "H", "H", "H", "H", "H", "O", "P", "N", "C", "C", "N", "C", "C", "N", "C", "C", "H", "H", "H", "H", "H", "H", "H", "H", "H", "H", "H", "H", "H", "H", "H", "H", "H", "H"],
  "positions_angstrom": [[0.613, 3.537, 0.149], [0.562, 3.718, -1.370], [-0.673, 4.303, -1.705], [-1.350, 3.727, -2.830], [-1.900, 2.424, -2.238], [-2.921, 1.739, -2.952], [-3.934, 1.274, -2.096], [-0.358, 3.633, -3.791], [-0.816, 4.190, -5.363], [-1.405, 4.930, -7.025], [-1.836, 3.901, -7.993], [0.576, 3.136, -6.198], [1.890, 3.789, -6.538], [2.181, 4.267, -7.587], [3.534, 3.704, -5.054], [-2.020, 2.957, -5.341], [-1.851, 1.695, -5.911], [-1.109, 0.643, -5.053], [0.534, 6.006, -5.258], [0.937, 6.076, -3.644], [-0.555, 7.781, -5.712], [-2.037, 5.223, -4.553], [-2.371, 4.839, -3.274], [-3.753, 4.371, -3.467], [-2.606, 5.916, -2.275], [-1.698, 7.002, -2.230], [-0.721, 7.087, -1.538], [-2.056, 8.098, -2.929], [-3.954, 6.422, -2.389], [-4.734, 6.300, -1.486], [-4.313, 7.111, -3.462], [0.629, 4.479, 0.680], [-0.190, 2.878, 0.462], [1.532, 2.977, 0.327], [0.752, 2.738, -1.794], [1.378, 4.389, -1.621], [-2.252, 2.674, -1.239], [-1.088, 1.715, -2.082], [-4.744, 0.943, -2.735], [-3.589, 0.477, -1.438], [-4.317, 2.106, -1.497], [-2.214, 5.629, -6.868], [-0.528, 5.395, -7.471], [-1.613, 4.155, -8.940], [-2.814, 3.692, -7.901], [0.857, 2.330, -5.533], [0.245, 2.774, -7.162], [-2.862, 1.277, -5.981], [-1.533, 1.664, -6.945], [-1.813, -0.024, -4.575], [-0.481, 1.091, -4.293], [-0.506, 0.025, -5.717], [1.271, 6.971, -3.526], [-4.067, 3.737, -2.750], [-3.883, 4.045, -4.407], [1.227, 0.002, -0.405], [2.146, -0.851, 0.441], [2.314, -2.211, -0.624], [2.607, -3.568, -0.216], [3.065, -1.908, -1.842], [0.951, -1.147, 1.689], [0.213, -2.381, 1.737], [0.047, -0.016, 1.900], [3.424, -1.441, 1.528], [3.242, -1.553, 2.976], [4.652, -0.633, 1.294], [3.652, -3.712, 0.095], [2.417, -4.241, -1.056], [1.965, -3.914, 0.589], [4.150, -1.870, -1.656], [2.758, -0.948, -2.258], [2.880, -2.664, -2.607], [-0.258, -2.651, 0.781], [-0.567, -2.341, 2.500], [0.865, -3.194, 2.069], [-0.764, 0.010, 1.163], [0.580, 0.932, 1.843], [-0.398, -0.082, 2.897], [2.869, -0.636, 3.434], [4.196, -1.799, 3.452], [2.575, -2.375, 3.223], [4.545, 0.388, 1.670], [4.872, -0.574, 0.223], [5.516, -1.093, 1.774], [0.915, -3.460, 5.782], [0.775, -4.830, 6.436], [0.622, -5.669, 4.911], [-0.139, -6.880, 4.675], [1.874, -5.771, 4.163], [-0.807, -4.446, 7.096], [-2.015, -4.740, 6.347], [-0.910, -3.096, 7.647], [0.691, -6.419, 7.257], [-0.241, -6.676, 8.360], [2.046, -6.788, 7.749], [0.336, -7.780, 5.088], [-0.244, -7.028, 3.597], [-1.151, -6.826, 5.063], [2.522, -6.563, 4.570], [2.429, -4.832, 4.186], [1.689, -5.999, 3.112], [-1.990, -4.340, 5.325], [-2.882, -4.317, 6.859], [-2.219, -5.812, 6.309], [-1.076, -2.342, 6.870], [-0.006, -2.822, 8.191], [-1.743, -3.048, 8.355], [-0.188, -5.928, 9.151], [-0.008, -7.651, 8.800], [-1.263, -6.746, 8.000], [2.359, -6.159, 8.587], [2.786, -6.673, 6.950], [2.074, -7.831, 8.065]]
}